one:
Here is a molecular structure, C27H21Cl3HgN8O3PS2 from the OMol25 dataset. Energies are from ωB97M-V/def2-TZVPD.

The HOMO energy (spin up / spin down) comes out at -2.1 / -2.1 eV. The value obtained for the HOMO-LUMO gap (spin up / spin down) is 6.0585 / 4.9935 eV. The LUMO energy (spin up / spin down) comes out at 3.977 / 2.911 eV. As for the total charge: -2. Its expectation value of S² is 0.7593. Its spin multiplicity is 2.

Geometry as XYZ:
```
66
C27H21Cl3HgN8O3PS2 | the OMol25 dataset | ωB97M-V/def2-TZVPD
Hg 0.75056 0.18689 0.29813
N -1.92915 -3.54039 0.81190
C -1.18780 -2.51798 1.23437
N -0.33135 -2.17694 0.29599
C -0.60747 -3.06060 -0.71795
N -1.58538 -3.89925 -0.43980
C 0.11698 -3.09752 -1.99844
C -0.40575 -3.73649 -3.12165
N 0.27228 -3.80719 -4.26203
C 1.46227 -3.20346 -4.28094
C 1.95606 -2.52605 -3.17759
N 1.28864 -2.49089 -2.03501
H -2.67176 -3.99403 1.31191
H -1.30793 -2.08603 2.21923
H -1.38943 -4.19214 -3.08779
H 2.02660 -3.26874 -5.20451
H 2.90090 -1.99166 -3.20330
S 0.09916 0.77506 -2.35711
C 1.51793 1.76574 -2.46868
C 2.30681 1.69099 -3.62859
C 3.46431 2.43930 -3.79993
C 4.23505 2.28816 -5.00282
N 4.83909 2.15186 -5.97541
C 3.86127 3.32781 -2.78611
C 3.08413 3.42971 -1.63834
C 1.92774 2.66556 -1.43450
S 1.05078 2.86006 0.05714
C 5.05047 4.11953 -2.92547
N 5.99964 4.76547 -3.03375
H 1.99311 1.01349 -4.41178
H 3.37640 4.12059 -0.85891
C -3.20040 0.69510 2.64954
O -3.47240 1.01971 1.28264
P -2.39466 0.60868 0.10455
O -3.03395 1.58686 -1.01279
C -2.62315 2.94932 -1.13129
O -3.02601 -0.77998 -0.46185
C -4.38463 -0.86146 -0.89071
H -4.04639 1.05426 3.23134
H -2.29245 1.19231 2.99268
H -3.09611 -0.38001 2.81281
H -2.87941 3.26966 -2.13959
H -1.54995 3.05661 -0.98229
H -3.15736 3.56545 -0.40025
H -4.67957 -1.90844 -0.82511
H -4.47559 -0.52055 -1.92161
H -5.03387 -0.25959 -0.25431
Cl -0.58396 -0.78926 6.32978
C -0.00162 -1.41100 4.85038
Cl 1.06541 -2.74760 4.92818
Cl -2.34023 -2.74043 4.15762
C 0.10292 -0.56639 3.73847
N 0.11940 0.04261 2.76039
C 2.80647 -0.39449 0.13960
C 3.87319 -0.74567 -0.32420
C 5.11407 -1.19838 -0.88004
C 5.59399 -2.48717 -0.60777
C 6.76788 -2.94273 -1.19094
C 7.48612 -2.12644 -2.05744
C 7.01788 -0.84825 -2.33797
C 5.84602 -0.38604 -1.75572
H 5.02223 -3.12141 0.05702
H 7.12011 -3.94596 -0.97813
H 8.40157 -2.48630 -2.51344
H 7.56236 -0.20890 -3.02296
H 5.47525 0.60692 -1.98135
```

two:
Here is a molecular structure, C27H21Cl3HgN8O3PS2 from the OMol25 dataset. Energies are from ωB97M-V/def2-TZVPD.

The HOMO energy (spin up / spin down) comes out at -2.2 / -2.2 eV. The value obtained for the HOMO-LUMO gap (spin up / spin down) is 6.2873 / 6.0324 eV. The LUMO energy (spin up / spin down) comes out at 4.041 / 3.786 eV. As for the total charge: -2. Its expectation value of S² is 0.7581. Its spin multiplicity is 2.

Geometry as XYZ:
```
66
C27H21Cl3HgN8O3PS2 | the OMol25 dataset | ωB97M-V/def2-TZVPD
Hg 0.16027 0.53685 0.16221
N 2.37825 1.04638 4.40371
C 1.99861 1.63262 3.25643
N 0.99025 0.97245 2.75527
C 0.78930 -0.03420 3.63633
N 1.61293 -0.03407 4.66545
C -0.23639 -1.05543 3.37981
C -0.47750 -2.12304 4.23597
N -1.39522 -3.04462 3.96369
C -2.05902 -2.90169 2.82130
C -1.81465 -1.84533 1.95236
N -0.91381 -0.92133 2.24300
H 3.14980 1.27403 5.00432
H 2.47799 2.48824 2.80939
H 0.09009 -2.22491 5.15286
H -2.80923 -3.64611 2.58246
H -2.33472 -1.74581 1.00635
S 2.09031 2.05339 -0.52421
C 2.92141 0.76613 -1.39068
C 3.37708 1.04650 -2.67702
C 4.05673 0.11267 -3.45492
C 4.51446 0.46536 -4.75976
N 4.88066 0.76707 -5.81024
C 4.26730 -1.17367 -2.92245
C 3.80742 -1.47019 -1.65058
C 3.14462 -0.53279 -0.83499
S 2.64366 -0.99184 0.74846
C 4.93930 -2.18270 -3.68530
N 5.48214 -2.99598 -4.29376
H 3.18982 2.03060 -3.08582
H 3.95799 -2.46454 -1.25262
C -1.84963 4.15584 -0.63052
O -1.92737 4.10042 0.80035
P -0.87485 3.07155 1.50989
O -1.61131 2.94853 2.94776
C -2.88569 2.28382 3.05133
O 0.32716 4.05295 1.98667
C 0.04718 5.20674 2.77574
H -2.25703 5.11798 -0.93626
H -2.43837 3.34732 -1.06218
H -0.81830 4.07587 -0.98390
H -3.25567 2.47916 4.05505
H -2.76486 1.21050 2.90649
H -3.60072 2.66169 2.32498
H 0.83964 5.92965 2.58395
H 0.03813 4.94410 3.83443
H -0.91535 5.64335 2.50838
Cl -6.39077 0.30615 -1.33516
C -5.34648 -0.03911 -0.02285
Cl -6.40641 1.35816 2.00345
Cl -5.39579 -1.62926 0.61719
C -4.12256 0.64096 0.02807
N -3.13599 1.23561 0.11103
C -0.55410 -0.88664 -1.20613
C -0.48359 -1.81031 -1.98953
C -0.25193 -2.84489 -2.95210
C -1.06432 -3.97707 -3.04494
C -0.78185 -4.97315 -3.96748
C 0.31731 -4.86185 -4.80761
C 1.13410 -3.74000 -4.72362
C 0.85075 -2.73911 -3.81019
H -1.91506 -4.06444 -2.38123
H -1.42169 -5.84623 -4.02363
H 0.54336 -5.64745 -5.51855
H 2.00560 -3.64810 -5.36031
H 1.48657 -1.86678 -3.72564
```

Result of the stability comparison: two is the least stable of them.

one:
Here is a single C6H9NO2 molecule from the OMol25 dataset. Energies are from ωB97M-V/def2-TZVPD.

As for the SMILES: N[C@@H]1CC=C(C(=O)O)C1. The HOMO energy comes out at -9.8 eV. The value obtained for the HOMO-LUMO gap is 10.1018 eV. The LUMO energy comes out at 0.344 eV.

Geometry as XYZ:
```
18
C6H9NO2 | the OMol25 dataset | ωB97M-V/def2-TZVPD
C 1.12129 0.67217 -0.13206
C 1.13778 -0.72844 0.52900
C -0.25355 -1.11288 0.70507
C -1.07325 -0.32389 -0.03361
C -0.27079 0.65311 -0.87040
C -2.53502 -0.30652 0.08940
H 3.10334 0.90433 -0.57289
H 2.11791 1.75434 -1.56438
H 1.08847 1.41872 0.66437
H 1.67906 -0.64238 1.48488
H 1.76471 -1.34894 -0.09711
H -0.56528 -1.98197 1.27330
H -0.69869 1.66684 -0.94412
H -0.24793 0.21655 -1.84123
H -2.25264 -1.12715 1.79331
N 2.22016 0.91283 -1.06971
O -3.00316 -0.85524 1.26186
O -3.33242 0.22854 -0.67569
```

two:
Here is a molecular structure, C6H9NO2 from the OMol25 dataset. Energies are from ωB97M-V/def2-TZVPD.

The HOMO energy comes out at -9.8 eV. The value obtained for the HOMO-LUMO gap is 10.3801 eV. The LUMO energy comes out at 0.603 eV.

Geometry as XYZ:
```
18
C6H9NO2 | the OMol25 dataset | ωB97M-V/def2-TZVPD
C -0.74474 1.31638 1.94020
C -0.51117 0.25006 0.86070
C -0.52457 0.92358 -0.45228
C -1.12030 0.02412 -1.58963
C 0.84186 0.21871 -0.65224
C 1.39715 -1.33325 1.34958
H -0.21743 0.90520 2.82716
H -1.86706 1.67377 2.38718
H 0.00984 2.07831 1.65025
H -1.25615 -0.45100 1.02087
H -0.38189 2.09176 -0.55083
H -0.55224 0.09549 -2.61953
H 0.34102 -2.08000 1.54050
H 1.92073 -0.94983 2.30235
H 2.18945 -1.90572 0.79950
N 0.81930 -0.14855 0.67432
O -1.86368 -0.88663 -1.28896
O 1.61983 -0.21534 -1.56299
```

Result of the stability comparison: two is the least stable of them.

one:
Here is 2 unconnected molecules or ions with the total composition C3H3F3O from the OMol25 dataset. Energies are from ωB97M-V/def2-TZVPD.

The HOMO energy comes out at -10.5 eV. The value obtained for the HOMO-LUMO gap is 11.2075 eV. The LUMO energy comes out at 0.720 eV.

Geometry as XYZ:
```
10
C3H3F3O | the OMol25 dataset | ωB97M-V/def2-TZVPD
C -2.39325 -1.14866 0.39326
C 1.43529 0.67444 0.62080
C -2.20848 0.10080 0.17204
O 1.75876 1.82332 0.05716
F 2.70294 0.14595 0.97872
F -2.77504 1.12821 0.77651
F -1.15956 0.57415 -0.57865
H -3.03520 -1.63845 1.08574
H -1.65418 -1.76012 0.01990
H 0.88916 2.14416 -0.18093
```

two:
Here is 2 unconnected molecules or ions with the total composition C3H3F3O from the OMol25 dataset. Energies are from ωB97M-V/def2-TZVPD.

The HOMO energy (spin up / spin down) comes out at -10.3 / -10.2 eV. The value obtained for the HOMO-LUMO gap (spin up / spin down) is 8.2129 / 8.2036 eV. The LUMO energy (spin up / spin down) comes out at -2.038 / -2.038 eV.

Geometry as XYZ:
```
10
C3H3F3O | the OMol25 dataset | ωB97M-V/def2-TZVPD
C -0.24086 -1.03969 -0.49053
C -0.51408 0.38261 -0.08248
C 0.79073 0.11919 -0.62983
O -0.64113 0.77013 2.31166
F -1.59638 0.99006 -0.60328
F 1.78645 0.06154 0.21807
F 1.26992 0.58225 -1.76990
H -0.09058 -1.91908 0.12937
H -0.80064 -1.26248 -1.35557
H 0.03657 1.31546 2.27251
```

Result of the stability comparison: two is the least stable of them.

one:
Here is 40 unconnected molecules or ions with the total composition H80O40 from the OMol25 dataset. Energies are from ωB97M-V/def2-TZVPD.

The HOMO energy comes out at -10.0 eV. The value obtained for the HOMO-LUMO gap is 9.1598 eV. The LUMO energy comes out at -0.811 eV.

Geometry as XYZ:
```
120
H80O40 | the OMol25 dataset | ωB97M-V/def2-TZVPD
H -0.07418 1.54382 5.35175
H -1.12239 1.11915 4.14491
O -0.40225 1.76914 4.36207
H -4.40712 3.51363 3.14770
H -5.75108 2.86967 2.42356
O -5.17513 2.94090 3.22303
H -4.82665 -4.71869 -0.36806
H -4.76499 -3.34937 -0.93898
O -4.22357 -4.13080 -0.93047
H 2.45957 -2.47053 2.23085
H 2.08920 -2.72433 3.44665
O 2.71596 -2.29290 3.17801
H 4.22954 3.65200 -0.07730
H 5.34670 2.57656 -0.00386
O 4.47980 2.82143 -0.47136
H 3.64147 0.44608 2.11690
O 3.53558 0.81138 1.16204
H 3.26929 -2.03272 -1.32524
O 3.20766 -3.02532 -1.23330
H -0.70572 -3.06177 -5.88146
H -0.85929 -4.15169 -4.94694
O -0.82760 -3.18517 -4.91765
H -2.09620 -4.83575 2.92804
H -2.25795 -3.93219 4.20975
O -2.63478 -4.68609 3.61753
H -2.21928 3.55910 3.99426
H -2.25407 2.39158 3.43651
O -2.80638 2.89843 4.03171
H 3.79942 -0.00865 4.32568
H 5.01789 -0.80215 3.96680
O 4.69114 0.07140 4.08054
H 4.47490 -1.78678 1.77055
O 3.85429 -2.10633 1.20402
H -5.89538 -0.67522 -2.87922
H -5.16595 -0.28467 -1.62749
O -5.39838 -1.04670 -2.17938
H -4.40149 0.33087 4.64064
H -3.63425 -0.87600 5.21810
O -3.66646 0.03952 5.07396
H 1.61768 0.85972 -6.31997
H 1.05465 0.59826 -4.83902
O 0.93724 1.05738 -5.65962
H -4.72070 0.72140 2.73219
H -5.78318 -0.44770 2.67774
O -5.81673 0.55951 2.51712
H 1.34889 1.97008 -0.06977
H 1.10170 2.07120 1.40967
O 1.29805 2.58741 0.72295
H -0.43124 0.22335 0.21253
H -0.92389 0.44654 -1.11092
O -0.31972 0.96844 -0.43711
H -1.31776 -1.45365 -2.32429
O -1.77313 -0.93264 -1.67776
H 1.04748 -4.75216 0.80642
H 2.07607 -3.45861 0.49288
O 1.44234 -3.91560 1.21653
H 2.29282 -0.41958 -0.23907
O 2.33921 -0.43168 -1.25396
H -6.31005 2.18819 1.10739
H -6.11629 2.21690 -0.38179
O -5.62678 2.01826 0.37481
H -1.83056 -0.38904 1.22586
H -1.74586 -1.19833 -0.02454
O -1.58583 -1.13566 0.80752
H -3.84959 1.90762 -3.10212
H -4.12548 0.63216 -4.05186
O -4.26066 0.95058 -3.12855
H 0.25273 2.94952 -4.36991
H -1.15739 2.28713 -5.00681
O -0.79492 2.78799 -4.35634
H -2.10824 2.01483 1.21838
H -3.03949 1.35246 2.02979
O -2.02401 1.37811 1.93450
H -1.19930 4.34245 -1.46313
H -0.97408 4.34126 -2.94684
O -1.30174 4.91339 -2.17396
H 2.43112 4.36199 -2.18365
H 2.96856 5.33642 -0.93679
O 3.24734 4.74297 -1.65501
H 4.53526 0.47521 -1.98701
H 5.45522 1.68316 -2.04244
O 4.85114 1.23019 -2.54666
H 1.08206 -0.64419 4.34959
H 1.31351 0.85219 4.73369
O 1.41857 -0.03075 5.04148
H 0.66654 -0.86061 -4.49816
H 0.18155 -2.29010 -3.59005
O 0.26815 -1.22789 -3.57330
H -1.65255 -4.52898 -0.34398
O -0.84798 -5.03313 -0.20919
H 4.58795 -1.33560 -2.28052
H 6.14784 -1.77604 -2.07840
O 5.36661 -1.72226 -2.31925
H -2.69706 -0.77816 -2.24831
H 4.52148 0.76292 0.85347
H 1.57207 0.03425 -1.67187
H 2.38002 -3.03197 -1.52764
H 4.28134 -2.74314 0.67579
H -0.68922 -5.43628 -1.08976
O -2.49993 -1.16356 -5.97417
H -2.71823 -2.14513 -6.01991
H -1.65200 -1.14383 -5.58942
O 0.61192 -2.30975 -0.47936
H 0.58500 -1.60589 0.17660
H -0.17971 -2.85401 -0.61138
O 1.80718 -3.88201 -4.00381
H 2.42079 -3.19340 -4.43598
H 2.45350 -4.72730 -3.96103
O -0.73140 -2.82789 3.52728
H -0.14555 -2.75766 2.82700
H -1.39127 -2.18872 3.24894
O 2.38144 5.29730 1.44183
H 1.52996 4.81775 1.45187
H 2.57955 5.23565 0.61381
O 2.37102 3.30529 4.59024
H 3.10564 3.70892 4.12416
H 1.47160 3.20664 4.11999
O 2.03478 2.36255 -2.11046
H 2.73588 1.86629 -2.25936
H 1.93202 3.00028 -1.31824
```

two:
Here is 40 unconnected molecules or ions with the total composition H80O40 from the OMol25 dataset. Energies are from ωB97M-V/def2-TZVPD.

The HOMO energy comes out at -10.7 eV. The value obtained for the HOMO-LUMO gap is 10.4270 eV. The LUMO energy comes out at -0.292 eV.

Geometry as XYZ:
```
120
H80O40 | the OMol25 dataset | ωB97M-V/def2-TZVPD
H 0.23637 4.86264 -1.51537
H -0.90359 5.65235 -1.17136
O -0.74568 4.89399 -1.71250
H -6.04265 2.55194 0.94631
H -5.48525 3.79730 1.23712
O -5.20173 2.98545 0.76833
H 4.04839 -0.50316 -1.95885
H 4.42979 1.03205 -2.41246
O 4.33808 0.42135 -1.69187
H 0.42590 -4.46447 -1.97192
H -0.04592 -3.55535 -3.16266
O -0.25213 -3.85190 -2.27633
H -0.29152 3.50538 1.75545
H -0.92784 3.43063 3.04353
O -1.14281 3.19726 2.10795
H 5.93929 0.99204 1.88972
O 6.32071 0.42523 1.21895
H 3.35589 -1.84359 0.10229
O 3.44854 -2.74671 0.02356
H 5.13647 2.22710 0.53251
H 5.66710 3.37999 1.23856
O 4.87706 2.80350 1.30329
H 0.96958 -4.53917 2.46260
H 1.98983 -3.76535 3.11036
O 1.91192 -4.32165 2.31394
H 2.80427 2.22872 5.63330
H 2.68303 1.79604 4.03602
O 2.53355 2.40979 4.72749
H -3.55679 0.62959 5.79335
H -2.68366 0.29963 4.65896
O -3.39458 -0.10679 5.23868
H 1.48092 4.87315 0.65946
O 2.18041 4.16516 0.93408
H -3.62096 1.75249 -0.00688
H -3.37577 0.76453 -1.32931
O -3.94474 1.22663 -0.73117
H 4.31726 -0.87257 -3.99197
H 3.32871 0.30748 -4.28053
O 4.22942 0.08662 -4.09138
H 0.94451 1.54812 0.09911
H 1.43200 2.80322 -0.62613
O 0.79307 2.09628 -0.75038
H -2.84897 -1.57060 -5.47913
H -1.33777 -1.53665 -5.42767
O -2.02917 -1.64206 -6.05850
H -0.92722 -3.24108 3.00775
H -1.12567 -1.85989 3.77727
O -0.85792 -2.80904 3.89895
H -4.55083 -2.73781 -0.54086
H -5.48615 -3.74285 -1.18865
O -4.98266 -3.60253 -0.41044
H -0.12315 5.66245 1.11087
O 0.44641 5.99598 0.40072
H -1.64395 -1.99020 -0.50892
H -1.20752 -1.86749 -1.94426
O -1.21018 -1.35281 -1.13105
H -5.11514 -1.08545 2.15595
O -4.86097 -1.20505 3.05985
H 3.87342 4.62928 -2.72774
H 3.46628 4.61719 -1.29836
O 3.08453 4.75129 -2.15702
H 0.53385 -0.62559 -2.76599
H 0.59134 -0.60082 -4.44845
O 0.86478 -0.94188 -3.61657
H -0.29070 -6.80367 -0.72270
H 1.14752 -6.82912 -0.18476
O 0.37709 -6.26381 -0.30045
H 1.75037 4.77270 2.74479
H 1.10372 3.39403 3.34937
O 0.89740 4.33980 3.06338
H 0.77378 2.27139 -3.27729
H 1.74635 1.21844 -2.60483
O 1.41859 1.57014 -3.46609
H 3.98115 -4.88823 -1.46012
H 3.04198 -5.33409 -0.19802
O 3.12943 -5.09630 -1.11181
H -1.81460 -4.61176 0.26496
H -3.20218 -4.72510 -0.24897
O -2.67032 -4.13788 0.30565
H -3.17781 2.12732 -2.81413
H -2.89852 2.76489 -4.47384
O -2.76372 2.20222 -3.73997
H -2.75640 0.28233 2.45870
H -2.11525 1.62040 2.49846
O -1.82141 0.68988 2.35335
H -2.73147 4.32316 1.03457
H -2.94945 5.47283 -0.11372
O -2.74058 5.28968 0.78980
H -4.81226 -0.30509 -1.81390
O -4.25887 -0.81340 -2.41656
H 0.63046 -3.43134 1.41166
H 0.93998 -2.58144 0.05546
O 0.34381 -2.72609 0.77926
H 0.72526 6.83711 0.73536
H 5.59231 0.26580 0.62465
H -4.93618 -2.14150 3.16522
H 2.98236 -3.20202 0.71330
H 1.90665 3.31871 1.32648
H -4.42246 -0.75285 -3.33446
O -0.24792 0.22224 4.16859
H 0.56925 -0.26035 4.18517
H -0.57041 0.35795 3.23561
O 2.69139 0.13625 0.22137
H 3.06335 0.61615 -0.58880
H 1.73954 0.42490 0.27356
O 3.40676 -1.37537 2.55871
H 2.49114 -1.08832 2.34640
H 3.76405 -1.44626 1.69937
O -2.12472 -0.61505 -3.50356
H -2.61023 0.08332 -3.09798
H -1.36213 -0.83731 -2.98501
O -0.03695 0.04941 0.62831
H -0.26309 -0.81269 0.23785
H -0.70895 0.71062 0.33560
O -3.96215 -4.40033 2.74872
H -3.16357 -3.88339 2.48359
H -4.57499 -4.00602 2.09296
O 2.35094 -2.91612 -4.10217
H 1.66810 -2.50186 -3.57450
H 2.99471 -2.39425 -4.61823
```

Result of the stability comparison: one is the least stable of them.